C53H40N9O4RuS3 | ωB97M-V/def2-TZVPD

Structure (XYZ):
```
110
Properties=species:S:1:pos:R:3:lowdin_spin:R:1
Ru 0.1289 -0.7228 0.6774 0.003
C 3.6505 -2.2833 -1.8801 0.006
O 2.4270 -2.9567 -1.5768 0.005
C 2.3941 -3.1021 -0.2529 0.000
N 3.3823 -2.6569 0.4175 0.002
C 4.2187 -1.9359 -0.4894 0.033
C 4.5860 0.5040 -1.0806 0.013
C 4.2058 1.8335 -0.9826 0.007
C 4.6910 2.7456 -1.9038 0.001
C 5.5866 2.3466 -2.8803 0.001
C 6.0370 1.0376 -2.9041 0.001
C 5.5435 0.1102 -2.0023 0.001
C 1.2186 -3.7004 0.4045 0.000
C 1.0789 -5.0664 0.5093 0.000
C -0.0093 -5.5860 1.2505 0.000
C -0.8459 -4.7152 1.8811 0.000
C -0.6473 -3.3176 1.7347 0.000
N 0.3724 -2.8071 0.9334 0.000
C -1.4075 -2.3447 2.3793 0.000
N -1.1415 -1.0341 2.1764 0.000
C -2.1716 -0.2599 2.8338 0.000
C -2.8670 -1.3254 3.7219 0.000
O -2.4425 -2.5782 3.1963 0.000
C -1.6129 0.9152 3.5982 0.000
C -2.3816 2.0522 3.8087 0.000
C -1.8623 3.1129 4.5316 0.000
C -0.5758 3.0470 5.0402 0.000
C 0.1956 1.9166 4.8238 0.000
C -0.3236 0.8516 4.1094 0.000
H 3.4280 -1.4083 -2.4972 0.001
H 4.3007 -2.9740 -2.4230 0.001
H 5.2755 -2.1625 -0.3349 0.001
H 3.5088 2.1492 -0.2212 0.002
H 4.3578 3.7697 -1.8585 0.000
H 5.9463 3.0597 -3.6050 0.000
H 6.7692 0.7221 -3.6286 0.000
H 5.9131 -0.9012 -2.0453 0.000
H 1.8079 -5.7197 0.0615 0.000
H -0.1408 -6.6520 1.3337 0.000
H -1.6640 -5.0393 2.5033 0.000
H -2.8889 0.1171 2.0831 0.000
H -3.9568 -1.2776 3.6828 0.000
H -2.5377 -1.2562 4.7651 0.000
H -3.3925 2.0969 3.4296 0.000
H -2.4666 3.9885 4.7084 0.000
H -0.1796 3.8664 5.6201 0.000
H 1.1947 1.8619 5.2277 0.000
H 0.2546 -0.0517 3.9602 0.000
N -3.4387 -0.4780 -4.9971 0.000
C -2.2832 -0.2365 -4.3355 0.000
C -1.9394 1.0716 -3.9504 0.000
C -0.7825 1.3048 -3.2429 0.000
C 0.0411 0.2429 -2.8951 0.000
C -0.2632 -1.0542 -3.2804 0.001
C -1.4249 -1.2935 -3.9832 0.000
S 1.5896 0.6409 -2.1473 0.013
O 2.6570 0.2718 -3.0326 0.000
O 1.5559 1.9810 -1.6364 0.018
N 1.6593 -0.3609 -0.7701 0.145
C 2.5784 -0.2985 0.1801 0.130
N 2.0947 -0.3517 1.4116 0.001
C 2.8762 -0.2949 2.4995 0.311
C 4.2611 -0.1560 2.3439 0.024
C 4.8192 -0.2064 1.1141 0.218
N 4.0383 -0.4436 -0.0921 0.035
H -3.9535 0.2897 -5.3926 0.000
H -3.5953 -1.3887 -5.3953 0.000
H -2.5752 1.8953 -4.2342 0.000
H -0.4874 2.3008 -2.9523 0.000
H 0.4092 -1.8591 -3.0241 0.000
H -1.6748 -2.2943 -4.3020 0.000
H 2.3990 -0.3053 3.4649 0.018
H 4.8952 0.0039 3.1989 -0.004
H 5.8733 -0.0912 0.9257 0.009
S 1.9184 4.3875 2.4904 0.000
C 1.9985 6.0280 2.9602 0.000
C 0.9001 6.7424 2.5524 0.000
C -0.0206 5.9682 1.8471 0.000
C 0.3674 4.6415 1.7089 0.000
C -0.3164 3.5710 1.0691 0.000
C 0.2147 2.2673 1.1026 -0.001
N -0.3629 1.2189 0.5679 0.000
C -1.5662 1.3839 -0.0844 0.000
C -2.1737 2.6762 -0.1941 0.000
C -3.4232 2.7637 -0.8908 0.000
C -4.0299 1.6695 -1.3954 0.000
C -3.4494 0.3642 -1.2677 0.000
C -4.0583 -0.7784 -1.7254 0.000
C -3.4247 -2.0408 -1.5311 0.000
C -2.1647 -2.0523 -0.9110 0.000
N -1.5516 -0.9688 -0.4652 0.000
C -2.1843 0.2578 -0.6095 0.000
C -4.0798 -3.2445 -1.9162 0.000
C -3.6878 -4.5650 -1.7334 0.000
C -4.6365 -5.4846 -2.1790 0.000
C -5.7554 -4.8882 -2.7078 0.000
S -5.6665 -3.1878 -2.6686 0.000
C -1.5499 3.7553 0.3887 0.000
H 2.8492 6.3830 3.5083 0.000
H 0.7751 7.7893 2.7604 0.000
H -0.9398 6.3577 1.4518 0.000
H 1.1537 2.1033 1.6192 0.000
H -3.8744 3.7388 -0.9871 0.000
H -4.9850 1.7424 -1.8943 0.000
H -5.0193 -0.7251 -2.2128 0.000
H -1.6444 -2.9936 -0.7814 0.000
H -2.7534 -4.8493 -1.2841 0.000
H -4.5165 -6.5506 -2.1132 0.000
H -6.6238 -5.3701 -3.1128 0.000
H -2.0062 4.7302 0.3259 0.000
```

Computed properties:
Energy (Ha): -4126.46447
LUMO energy (alpha / beta) (eV): -5.82 / -5.82
2S+1: 2
Relative energy (zero: lowest compared OMol25 entry of this formula, charge and spin) (kcal per mole): 85.20
Frontier orbital gap (alpha / beta) (eV): 6.086 / 6.119
Net charge: +2